This record from the OMol25 dataset describes C10H6O in the gas phase. The level of theory is the ωB97M-V functional and the def2-TZVPD basis.

Last column: Mulliken charge in e.
Cartesian coordinates (Å):
O -1.9801 1.2031 2.6417  0.021
C -2.1768 0.6546 0.4156  0.849
C 1.5590 -0.4500 1.1192  -1.124
C -3.0706 0.1263 -4.1863  -0.383
C -2.7109 0.8004 -0.8832  -0.191
C -2.4483 0.6771 -3.2692  -0.301
C -0.8129 0.2422 0.8883  0.936
C -0.9512 0.3580 2.3296  -0.874
C 0.3600 -0.1341 0.3164  0.043
C -2.8160 1.0262 1.5996  -0.908
C -1.9302 0.5336 -2.0036  -0.030
H 1.4316 -1.3942 1.7942  0.297
H -0.8688 0.3983 -1.8841  0.161
H -3.7130 1.1574 -0.9470  0.440
H 1.5722 0.3952 1.8693  0.326
H 0.3197 -0.2648 -0.7185  0.421
H 2.4685 -0.4185 0.4731  0.319

For the energy above the lowest of the compared OMol25 structures with the same formula, charge and spin, the calculation gives 150.6 kcal/mol. The total energy comes out at -12502.0692 eV. Its net charge is 0. Its highest occupied orbital energy (alpha / beta) is -8.88 / -9.31 eV.